Computed, not measured: C10H19NO4Rb as an isolated structure in a non-equilibrium geometry, with wB97M-V/def2-TZVPD.

```
! wB97M-V def2-TZVPD RIJCOSX def2/J DEFGRID3
* xyz -1 1
Rb -2.8588 12.2868 6.8668
O -5.1488 7.8640 6.8470
C -4.2009 8.5689 7.3781
O -3.7266 9.4924 6.6994
O -3.7982 8.3377 8.5120
H -4.9533 8.4520 6.1138
C -2.4210 14.9886 9.3391
C -4.0072 14.9631 9.4860
C -4.5163 15.9545 8.4622
C -5.9993 15.9407 8.1173
C -6.3325 14.4797 7.6419
C -5.9715 13.4749 8.8325
N -4.5469 13.6050 9.1344
O -3.9703 12.5297 10.0191
C -6.1597 12.1124 8.0851
C -6.9541 13.6339 10.0252
C -4.3631 15.4689 10.9265
H -2.0380 15.9814 9.5750
H -2.0769 14.5958 8.3823
H -1.9070 14.3844 10.0868
H -4.0181 15.8185 7.5024
H -4.3341 16.9821 8.7766
H -6.1763 16.7171 7.3730
H -6.5797 16.1257 9.0211
H -5.8014 14.2581 6.7162
H -7.4024 14.4760 7.4333
H -7.2080 11.8485 7.9451
H -5.7109 11.2964 8.6515
H -5.8090 11.9394 7.0676
H -7.9832 13.5846 9.6695
H -6.7612 14.6046 10.4821
H -6.7344 12.9334 10.8309
H -5.2158 16.1422 11.0136
H -3.5175 16.0321 11.3214
H -4.5477 14.6177 11.5820
*
```

Calculated values
E	-772.1999	Eh
HOMO	-2.82	eV
F_max	7.20	eV Å⁻¹